[1]
{"formula": "C23H46O11", "method": "the ωB97M-V functional and the def2-TZVPD basis", "elements": ["O", "O", "O", "O", "O", "O", "O", "O", "O", "O", "O", "C", "C", "C", "C", "C", "C", "C", "C", "C", "C", "C", "C", "C", "C", "C", "C", "C", "C", "C", "C", "C", "C", "C", "H", "H", "H", "H", "H", "H", "H", "H", "H", "H", "H", "H", "H", "H", "H", "H", "H", "H", "H", "H", "H", "H", "H", "H", "H", "H", "H", "H", "H", "H", "H", "H", "H", "H", "H", "H", "H", "H", "H", "H", "H", "H", "H", "H", "H", "H"], "positions_angstrom": [[1.72474, -2.93264, 1.96852], [-3.06689, -1.11603, 2.64566], [1.49161, 2.97111, -2.35687], [4.81056, -0.56055, -2.22078], [-5.05752, -1.85284, -2.30038], [-4.78630, 0.41718, 3.15787], [0.19001, 0.28702, 0.45638], [0.95566, 0.61744, 2.66240], [-3.58327, -0.25252, -2.89821], [4.08732, -0.22020, -0.15542], [0.11906, 4.78133, -2.62847], [2.40366, 5.05432, -1.59462], [-0.50517, -0.92064, 0.52599], [5.24152, 0.82572, 1.62498], [1.16944, 4.27510, -2.16874], [-4.07639, -2.21044, 2.45321], [-1.58841, -1.01706, -0.50743], [2.95977, -1.90720, -1.34296], [-3.48601, -3.55091, 2.19368], [-2.51439, 1.05213, 3.20352], [0.90510, 0.95708, 1.47391], [1.83189, -2.39138, 3.12335], [-4.63285, -0.74867, -2.22813], [-2.57956, 0.27239, -5.04628], [-3.02765, -0.80056, -4.09739], [0.58904, 1.92922, -2.81269], [4.04865, -0.82287, -1.31391], [3.05066, -1.59047, 3.39256], [1.84306, 2.07878, 0.89557], [-3.60065, 0.03821, 2.98235], [5.19070, 0.72461, 0.13174], [0.78342, -2.54109, 4.13031], [1.30595, 0.82435, -3.34554], [-5.06241, 0.36640, -1.10746], [-2.00359, 0.13218, -0.54502], [3.21309, -0.92478, 2.71518], [2.57697, 1.53666, 0.31033], [-1.01453, -0.65215, 1.48012], [-4.71818, -2.14938, 3.27866], [-5.88939, -0.17073, -0.45087], [-5.66615, 1.16652, -1.56738], [-4.22660, -4.43552, 2.04945], [0.72749, -0.03227, -3.11289], [5.98038, 0.21805, -0.41273], [-2.67222, -3.81645, 2.97653], [-2.51041, -1.65417, -0.07532], [-3.32860, 1.00542, -5.21715], [-1.36182, -1.03052, -1.45920], [-1.60097, 0.70966, -4.41323], [-1.79888, 0.87053, 3.90955], [3.32525, -2.84115, -1.29124], [2.14030, 2.83617, 1.92183], [2.67233, 4.72695, -0.57398], [-2.33838, -1.40998, -3.94818], [-2.86030, -3.51335, 1.30991], [4.32408, 1.40568, 2.07736], [-4.20525, 0.49510, -0.65960], [-2.31419, 1.13133, 2.00659], [2.10531, -1.59935, -0.60845], [-0.16600, 2.20216, -3.59758], [-2.30966, -0.13358, -6.00186], [0.06691, -3.20706, 3.85672], [6.03165, 1.44417, 2.02691], [2.49070, -1.80564, -2.30628], [0.05658, 1.69517, -2.01461], [4.92540, 1.80183, -0.24266], [0.48605, -1.53398, 4.50985], [1.23948, 2.76769, 0.37809], [5.30313, -0.22222, 2.23902], [2.13724, 6.21288, -1.78904], [1.23823, -2.78509, 4.89789], [-2.74838, 2.03745, 3.45455], [0.05834, -1.76108, 0.69692], [1.78086, 0.91449, -4.36162], [3.90532, -2.42780, 3.39630], [-3.84789, -1.31287, -4.64014], [2.72654, -1.11234, 4.38653], [-4.47444, -2.09861, 1.51487], [2.20494, 0.78337, -2.79864], [3.20488, 4.50030, -2.20221]], "homo_ev": -9.586, "smiles": "CCOC(C)=O.CCOC(C)=O.CCOC(C)=O.CCOC(C)=O.CCOC(C)=O.CC(C)=O", "lumo_energy_ev": 0.503, "orbital_gap_ev": 10.090}

[2]
{"formula": "C2H9N2", "method": "the ωB97M-V functional and the def2-TZVPD basis", "elements": ["N", "N", "C", "C", "H", "H", "H", "H", "H", "H", "H", "H", "H"], "positions_angstrom": [[-0.00231, 0.40444, -2.25117], [0.03997, -0.29314, 0.55428], [-0.95953, -0.24552, 1.59902], [1.28996, -0.27954, 0.74267], [1.83264, -0.37962, 1.68385], [-1.96262, 0.08327, 1.39628], [-0.51855, 1.28523, -2.24066], [-1.01857, -1.24549, 2.08080], [-0.66272, 0.30631, 2.50917], [0.90870, 0.64886, -2.62733], [-0.40482, -0.14882, -3.00000], [1.90301, 0.06944, -0.07623], [-0.44517, -0.20543, -0.37069]], "total_charge": 1, "homo_ev": -15.302, "lumo_energy_ev": -5.025, "orbital_gap_ev": 10.277}